# 1
Computed, not measured: C27H52Br18Sb as an isolated structure, with the ωB97M-V functional and the def2-TZVPD basis.

Output
E_HOMO = -0.1190 Eh
Max |F| = 1.0 eV/A
Orbital gap = 4.69 eV

Structure (ORCA input):
```
! wB97M-V def2-TZVPD RIJCOSX def2/J DEFGRID3
* xyz -1 1
Sb -4.76 -2.27 -0.14
C -4.70 -4.45 -0.55
C -3.28 -5.06 -0.55
C -3.13 -6.12 0.55
C -3.17 -5.43 1.91
C -2.19 -4.51 2.23
C -2.22 -3.82 3.43
C -3.27 -4.07 4.31
C -4.24 -5.00 4.01
C -4.20 -5.69 2.80
H -5.02 -2.51 1.60
H -6.55 -2.30 -0.32
H -4.70 -1.90 -1.83
H -2.98 -2.16 0.03
H -4.87 -0.51 0.14
H -5.12 -4.58 -1.55
H -5.38 -4.92 0.16
H -3.04 -5.53 -1.51
H -2.56 -4.26 -0.37
H -2.20 -6.70 0.44
H -3.95 -6.84 0.50
H -1.41 -4.32 1.49
H -1.45 -3.08 3.63
H -3.32 -3.51 5.24
H -5.05 -5.21 4.70
H -4.99 -6.39 2.55
Br -0.55 1.48 -2.67
C -2.22 1.93 -3.57
C -3.36 1.11 -3.03
Br -3.28 -0.72 -3.65
H -2.04 1.76 -4.63
H -2.38 2.99 -3.39
H -4.31 1.51 -3.38
H -3.37 1.07 -1.95
Br 2.72 1.77 -0.86
C 1.97 2.73 0.65
C 1.28 3.99 0.22
Br 2.55 5.41 -0.21
H 2.78 2.90 1.36
H 1.24 2.05 1.10
H 0.67 4.39 1.03
H 0.67 3.85 -0.66
Br 6.36 3.66 -1.35
C 6.08 5.59 -1.35
C 7.35 6.34 -1.58
Br 8.49 6.38 0.00
H 5.61 5.83 -0.40
H 5.38 5.78 -2.16
H 7.14 7.38 -1.81
H 7.95 5.91 -2.38
Br -4.66 0.16 2.95
C -5.72 1.63 3.64
C -7.09 1.66 3.01
Br -7.03 2.37 1.20
H -5.16 2.55 3.46
H -5.80 1.46 4.71
H -7.74 2.33 3.56
H -7.54 0.68 2.95
Br 0.78 -1.73 3.52
C -0.10 -0.69 4.90
C -0.91 0.43 4.31
Br 0.22 1.92 3.74
H 0.67 -0.35 5.58
H -0.75 -1.40 5.41
H -1.58 0.85 5.06
H -1.49 0.13 3.44
Br 1.82 -1.38 7.78
C 0.70 -2.35 9.04
C 0.44 -3.76 8.58
Br -0.87 -3.84 7.15
H -0.21 -1.77 9.16
H 1.25 -2.35 9.98
H 0.01 -4.35 9.39
H 1.33 -4.25 8.21
Br 2.40 -0.04 -4.11
C 4.12 -0.75 -4.66
C 5.25 -0.23 -3.81
Br 5.71 1.61 -4.25
H 4.24 -0.50 -5.71
H 4.04 -1.83 -4.55
H 6.16 -0.80 -3.98
H 5.01 -0.24 -2.75
Br 7.14 5.79 -5.49
C 7.77 7.58 -5.88
C 7.96 8.38 -4.62
Br 6.27 8.97 -3.87
H 7.04 8.03 -6.55
H 8.71 7.46 -6.40
H 8.52 9.30 -4.82
H 8.47 7.82 -3.84
Br -0.51 -0.78 -7.34
C 0.69 -2.25 -6.93
C -0.06 -3.53 -6.64
Br -0.85 -3.49 -4.87
H 1.31 -1.94 -6.10
H 1.31 -2.37 -7.82
H 0.62 -4.38 -6.64
H -0.87 -3.71 -7.35
*
```

---

# 2
Computed, not measured: a 9-piece molecular cluster, C27H52F18N7O17S4 overall, with the ωB97M-V functional and the def2-TZVPD basis.

Output
E_HOMO = -0.1890 Eh
Max |F| = 6.4 eV/A
Orbital gap = 0.38 eV

Structure (ORCA input):
```
! wB97M-V def2-TZVPD RIJCOSX def2/J DEFGRID3
* xyz 1 1
C 2.59 0.24 1.44
F 3.81 0.76 1.28
F 2.82 -0.82 2.27
F 1.72 1.18 1.93
S 1.87 -0.44 -0.21
O 0.57 -1.02 0.13
O 1.80 0.77 -1.04
N 3.03 -1.65 -0.76
S 2.85 -1.52 -2.31
O 3.46 -2.71 -2.98
O 1.55 -1.19 -2.86
C 3.95 0.07 -2.81
F 4.74 0.45 -1.78
F 4.72 -0.36 -3.78
F 3.20 1.05 -3.24
C -6.76 -4.79 11.06
F -7.75 -5.46 11.74
F -5.82 -4.36 11.87
F -6.17 -5.56 10.16
S -7.61 -3.24 10.28
O -8.56 -3.71 9.23
O -8.36 -2.69 11.41
N -6.17 -2.31 9.84
S -6.33 -2.27 8.28
O -5.95 -3.58 7.71
O -7.50 -1.58 7.66
C -4.68 -1.13 7.94
F -4.67 -0.09 8.75
F -3.57 -1.86 8.00
F -4.79 -0.61 6.75
C 0.32 -6.87 3.83
C 0.36 -7.29 2.29
O -0.66 -7.54 1.64
N 1.74 -7.05 1.59
H 1.75 -6.10 1.25
H 2.59 -7.07 2.13
C 1.89 -8.03 0.42
H -0.71 -6.64 4.09
H 0.87 -5.95 4.01
H 0.69 -7.67 4.48
H 1.92 -9.05 0.81
H 2.80 -7.79 -0.14
H 1.01 -7.83 -0.20
C -3.51 6.98 -8.74
C -4.08 6.38 -7.47
O -4.77 7.01 -6.68
N -3.54 5.02 -7.12
H -4.35 4.51 -6.79
H -3.20 4.55 -7.94
C -2.50 5.18 -6.04
H -3.83 6.50 -9.67
H -2.44 7.16 -8.65
H -3.84 8.01 -8.93
H -2.88 5.79 -5.22
H -1.52 5.57 -6.32
H -2.21 4.21 -5.63
C 8.94 -5.42 -1.25
C 9.02 -4.00 -0.69
O 9.68 -3.15 -1.18
N 8.23 -3.69 0.57
H 7.30 -3.32 0.43
H 8.11 -4.57 1.06
C 8.96 -2.82 1.59
H 9.93 -5.68 -1.60
H 8.23 -5.46 -2.08
H 8.65 -6.07 -0.43
H 10.03 -3.00 1.50
H 8.59 -3.04 2.59
H 8.86 -1.76 1.33
C -4.66 9.21 1.55
C -3.78 8.12 2.16
O -3.86 6.98 1.79
N -2.68 8.68 3.10
H -2.71 9.67 3.27
H -2.85 8.24 4.00
C -1.23 8.46 2.55
H -5.27 9.66 2.33
H -5.40 8.72 0.92
H -4.06 9.88 0.92
H -1.17 7.52 2.01
H -0.45 8.56 3.31
H -1.12 9.35 1.93
C 4.42 -9.21 -12.48
C 3.70 -7.87 -12.36
O 3.29 -7.17 -13.33
N 3.21 -7.45 -10.97
H 2.49 -8.09 -10.67
H 3.93 -7.64 -10.29
C 2.66 -5.92 -10.82
H 3.69 -9.98 -12.22
H 5.22 -9.25 -11.74
H 4.87 -9.25 -13.47
H 1.96 -5.55 -11.57
H 3.59 -5.38 -10.97
H 2.35 -5.86 -9.78
C 5.12 10.73 7.59
O 4.88 9.33 7.40
O 6.41 10.97 7.09
C 3.92 11.55 6.91
F 3.85 11.45 5.62
F 2.73 11.19 7.43
F 4.08 12.85 7.22
C 3.90 8.63 8.12
C 3.90 7.27 7.52
H 3.94 7.25 6.43
H 4.76 6.73 7.93
H 3.00 6.74 7.82
H 2.86 8.94 7.99
H 4.10 8.75 9.19
H 5.13 10.93 8.66
C -6.95 -1.31 -4.06
O -6.92 -2.78 -4.12
O -7.22 -0.89 -5.34
C -7.82 -0.77 -2.86
F -9.07 -1.17 -3.06
F -7.37 -1.12 -1.60
F -7.90 0.55 -2.85
C -6.23 -3.46 -3.14
C -6.45 -4.88 -3.61
H -6.13 -4.95 -4.65
H -5.85 -5.55 -2.99
H -7.47 -5.22 -3.48
H -6.64 -3.41 -2.14
H -5.17 -3.21 -3.10
H -5.89 -1.15 -3.90
*
```

---

What is the formula in the first record?
C27H52Br18Sb